Computed, not measured: a structure of composition C35H27Cl2N10O7P2RbSe2 at a distorted geometry, with ωB97M-V/def2-TZVPD.

The geometry in XYZ format:
```
86
Properties=species:S:1:pos:R:3:mulliken_charge:R:1
Rb 0.87500 -0.32690 -0.31830 0.58
Se -2.67890 2.13140 0.60670 -0.32
Se 2.75370 7.91400 -0.17600 -0.44
Cl -0.07300 0.55050 5.02310 -0.25
Cl 1.52450 -0.06110 2.69780 -0.12
P -1.86140 4.05070 0.37860 0.49
P 0.90150 6.92860 -0.16570 0.01
O -0.62540 -2.01660 1.25340 -0.72
O -1.16070 -8.59220 -0.28830 -0.69
O -2.75440 -7.16930 -0.02280 -0.69
O 2.08960 -3.33170 0.06830 -0.60
O 3.31470 -7.22100 -0.26650 -0.72
O 3.89360 -5.15410 -0.22440 -0.71
O -0.71650 -2.03240 -0.96870 -0.89
N 3.36770 0.30750 -1.77760 -0.43
N 4.12920 -1.10850 -0.45170 1.50
N -1.56010 -7.43700 -0.13800 1.03
N 3.63130 -0.96850 -1.63410 -0.49
N 0.58890 3.07240 0.69880 0.40
N 4.61160 -2.26620 0.02340 -0.79
N 3.02490 -6.02350 -0.22390 0.99
N 4.24050 0.00570 0.21450 -0.94
N 2.08010 4.61190 0.44640 -0.44
N 1.86530 3.35800 0.72540 -0.84
C -0.16780 7.64270 1.12740 0.62
C -3.38380 5.86190 -3.55910 -0.47
C -2.23060 5.35850 4.17280 -0.72
C -1.35700 8.32690 0.93440 0.15
C -0.55260 -2.56490 0.14240 -0.07
C -3.78290 5.46440 1.87550 -0.25
C -2.44340 4.04840 -2.30390 -0.83
C -0.69030 7.48940 -4.42240 -0.57
C -2.47320 4.99920 1.80750 0.44
C -3.41080 6.64370 -2.41730 -0.99
C -2.07080 8.77630 2.03200 -0.77
C -0.25160 8.38450 -2.24160 -0.29
C -2.90130 4.56340 -3.50130 -0.98
C 0.89630 5.19620 0.21840 0.05
C 1.67390 -5.66480 -0.15090 -0.69
C -2.94550 6.13480 -1.21860 0.39
C -4.29410 5.91180 3.07960 -0.85
C 0.15040 7.12680 -1.80800 0.48
C -3.52190 5.85550 4.22910 -0.55
C -1.70780 4.93530 2.96670 -0.46
C -0.05000 0.45680 3.26680 0.77
C 0.32730 7.45480 2.41450 -0.76
C -2.45970 4.83680 -1.15880 0.35
C -0.69790 8.55610 -3.53790 -0.91
C -0.23340 6.24960 -4.00830 -0.52
C 0.18610 6.06550 -2.70380 -0.29
C 3.74010 0.88680 -0.64660 -0.23
C -0.62120 -6.39910 -0.10570 -0.42
C -0.14920 -4.04450 0.09140 0.83
C -1.59190 8.56530 3.31210 -0.48
C 0.72870 -6.68170 -0.20770 -0.08
C 1.28120 -4.27100 0.00490 0.71
C -0.08230 4.19220 0.38740 0.45
C -1.04870 -5.05240 0.03940 -0.31
C -0.38350 7.91430 3.50370 -0.66
H -1.02400 7.62850 -5.44170 0.44
H -3.80870 7.64890 -2.45410 0.40
H 1.27800 6.94860 2.53650 0.39
H 0.00160 7.76540 4.50150 0.44
H -1.63350 5.28650 5.06960 0.49
H 1.05030 -7.70710 -0.33740 0.60
H -2.15500 8.91540 4.16450 0.38
H 0.54930 5.10000 -2.37840 0.40
H 4.67190 -2.21250 1.03490 0.35
H -2.08640 3.02710 -2.23540 0.49
H -3.00430 9.30020 1.88410 0.38
H -2.89930 3.94740 -4.38880 0.45
H -2.10760 -4.85280 0.10370 0.56
H 4.01840 -3.06640 -0.24200 0.54
H -3.74220 6.26560 -4.49590 0.42
H -2.96160 6.73280 -0.32030 0.44
H -0.19100 9.22520 -1.56340 0.56
H -0.24940 1.45530 2.87500 -0.48
H -4.40350 5.45530 0.98870 0.52
H -0.70440 4.53560 2.91650 0.43
H -0.78440 -0.28280 2.94250 0.14
H -1.72280 8.50640 -0.06550 0.37
H -3.93340 6.18940 5.17110 0.42
H -0.20690 5.42040 -4.69990 0.45
H 3.64860 1.93290 -0.43200 0.61
H -5.30890 6.28630 3.12570 0.40
H -1.04770 9.52590 -3.86460 0.40
```

orbital gap = 6.58 eV
LUMO energy = 3.37 eV
largest force on an atom = 1.84 eV/Å
total charge = -2
energy = -240935.4783 eV



Computed, not measured: a structure of composition C35H28Br2NNiOP2 at a distorted geometry, with ωB97M-V/def2-TZVPD.

The geometry in XYZ format:
```
70
Properties=species:S:1:pos:R:3:mulliken_charge:R:1
Br 19.20108 16.71850 11.57644 -0.13
Br 13.69144 17.92553 11.39304 -0.05
Ni 13.35259 12.84742 11.72424 -0.32
P 10.98526 12.89667 11.92815 1.45
P 13.16737 10.59728 11.34409 1.87
O 13.53523 14.92506 11.73095 -0.25
N 15.43807 13.07996 12.01022 -0.21
C 12.88384 9.49417 7.37249 -0.73
C 15.51184 6.94675 12.89240 -0.47
C 11.88065 13.33832 14.47534 -0.14
C 11.92540 13.23994 15.84993 -0.85
C 17.44463 16.13934 11.58400 0.12
C 15.74631 7.42211 11.60680 -0.78
C 18.14656 13.72571 11.90306 -0.69
C 9.70830 12.34960 14.42479 -0.12
C 17.74430 12.42468 12.06388 -1.07
C 13.67589 11.68755 8.90131 -0.09
C 13.70854 11.75375 7.50379 -0.81
C 14.06248 9.12463 11.92343 0.24
C 13.83273 8.61617 13.21017 -0.56
C 10.44496 11.23096 11.40030 -1.46
C 7.88398 15.57598 11.82694 -0.66
C 7.82985 14.40303 9.74857 -0.71
C 16.37624 12.13984 12.13599 0.00
C 12.83021 9.42225 8.74213 -0.17
C 9.55335 13.88706 11.36561 0.49
C 10.87629 12.62974 16.51705 -0.48
C 13.33560 10.66678 6.75292 -0.53
C 8.95988 13.69945 10.11291 -0.22
C 13.22870 10.52530 9.52261 0.13
C 15.81487 14.35362 11.82346 0.36
C 17.16048 14.74854 11.77044 0.70
C 10.80170 12.88843 13.74808 0.16
C 7.30098 15.36953 10.58180 -0.47
C 14.55130 7.54010 13.68158 -0.70
C 14.72612 15.32616 11.69736 0.54
C 11.45382 10.13152 11.76071 -1.46
C 9.01680 14.85534 12.21325 -0.84
C 15.09155 16.68658 11.54833 -0.39
C 15.04909 8.52653 11.14583 -0.23
C 16.42382 17.06929 11.49589 -0.33
C 9.76254 12.18894 15.79692 -0.74
H 11.40884 9.94871 12.83214 0.51
H 7.52320 16.33992 12.50577 0.39
H 14.04450 12.66185 7.02715 0.45
H 9.44244 10.98646 11.77382 0.64
H 9.39891 12.99415 9.41800 0.36
H 13.10712 9.09890 13.87494 0.29
H 18.46954 11.62249 12.18538 0.45
H 8.90274 11.73730 16.32790 0.37
H 10.86176 12.51416 17.59008 0.42
H 8.81305 12.04956 13.89206 0.41
H 16.02200 11.12408 12.31021 0.38
H 11.20629 9.18539 11.26875 0.64
H 12.59393 8.63330 6.77415 0.41
H 16.65473 18.11536 11.36964 0.48
H 19.19644 13.97301 11.88714 0.36
H 12.71850 13.80316 13.95480 0.29
H 6.42138 15.94225 10.26792 0.38
H 13.35983 10.65949 5.66883 0.39
H 14.36180 7.18387 14.70476 0.38
H 16.49460 6.95216 10.97698 0.41
H 12.76434 13.61765 16.41333 0.46
H 7.36547 14.21695 8.78432 0.39
H 10.39066 11.28172 10.31675 0.48
H 12.57748 8.50193 9.23375 0.43
H 15.25236 8.90765 10.14509 0.42
H 13.99674 12.53246 9.51918 0.18
H 9.45092 15.06097 13.17938 0.44
H 16.10434 6.13122 13.27050 0.41
```

2S+1 = 3
<S²> = 2.05
orbital gap (spin up / spin down) = 6.43 / 5.31 eV
LUMO energy (spin up / spin down) = -3.40 / -5.43 eV
largest force on an atom = 1.07 eV/Å
total charge = +1
energy = -239988.3490 eV